A structure of composition C31H31N3O2SiTaTe, computed with wB97M-V/def2-TZVPD.

The geometry in XYZ format:
```
70
Properties=species:S:1:pos:R:3:forces:R:3
Ta -0.017546 0.636103 0.440968 -0.579 -1.489 -1.063
C 3.965398 0.496241 -1.124062 -0.031 -0.144 -0.039
C 2.820338 1.164826 -1.784721 -0.154 -0.023 -0.200
C 2.984624 1.759242 -3.037457 0.077 -0.021 0.086
C 1.947871 2.424905 -3.658175 -0.063 0.037 -0.054
C 0.710428 2.523101 -3.024527 -0.009 0.045 -0.134
C 0.607572 1.914640 -1.805140 0.015 -0.039 0.500
N 1.603232 1.217987 -1.189944 -0.231 -0.204 0.232
N -0.517949 1.864144 -0.961483 -0.345 0.781 0.527
Si -2.005507 3.001621 -1.077922 -0.127 -0.286 0.436
C -3.038272 2.522214 -2.526565 -0.046 0.086 -0.205
C -1.321905 4.705570 -1.052773 0.192 0.099 -0.162
C -2.824362 2.531520 0.524216 -0.003 0.054 0.114
H 4.899700 0.790428 -1.595666 -0.013 -0.029 -0.029
H 3.875032 -0.590275 -1.207254 -0.004 0.003 0.030
H 4.004308 0.756212 -0.073734 0.051 0.037 0.021
H 3.952362 1.695956 -3.515067 0.009 0.023 0.028
H 2.098321 2.883446 -4.627330 0.004 -0.008 0.001
H -0.121451 3.049457 -3.471125 0.002 0.008 0.038
H -2.474015 2.122271 -3.368256 -0.002 0.048 -0.021
H -3.571695 3.408159 -2.883779 -0.009 -0.022 0.019
H -3.788630 1.784886 -2.236599 0.019 -0.040 -0.032
H -0.893607 5.006233 -2.010493 -0.019 0.037 0.013
H -0.554126 4.829025 -0.286423 -0.043 0.029 0.030
H -2.133526 5.403457 -0.829102 0.010 -0.005 0.004
H -3.084682 1.470611 0.559335 -0.072 0.019 0.013
H -3.763607 3.081362 0.634449 0.019 -0.005 -0.011
H -2.229221 2.786865 1.408621 -0.027 0.001 -0.001
O -1.188042 -1.993483 2.865316 -0.186 0.171 0.594
C -1.534495 -1.165739 2.116372 0.157 0.257 -0.339
O -0.922233 0.117262 1.985133 0.034 0.694 0.701
C -2.386483 -1.301659 0.920527 0.126 -0.105 -0.461
C -3.560765 -2.017786 0.872544 0.050 0.017 0.049
C -4.165795 -2.153699 -0.359799 -0.086 -0.037 -0.104
C -3.554460 -1.636206 -1.509214 -0.016 0.031 -0.054
C -4.123487 -1.814010 -2.799132 -0.036 -0.035 0.124
C -3.470787 -1.370741 -3.907196 0.068 0.057 -0.125
C -2.221818 -0.719960 -3.780561 -0.088 -0.068 -0.055
C -1.655227 -0.509403 -2.554939 -0.020 -0.093 0.240
C -2.313590 -0.949184 -1.390584 0.203 0.033 -0.080
N -1.766437 -0.749333 -0.141829 0.766 0.202 -0.272
H -3.975774 -2.440236 1.777210 0.007 0.001 -0.001
H -5.105536 -2.685321 -0.452489 -0.005 0.010 0.008
H -5.076957 -2.320513 -2.881145 0.017 -0.015 0.008
H -3.895009 -1.524283 -4.890101 -0.002 0.013 0.008
H -1.712370 -0.385586 -4.675467 0.024 -0.020 0.010
H -0.696879 -0.018469 -2.466184 0.026 -0.142 -0.157
Te 1.843119 -1.052969 2.026462 0.360 0.159 -0.562
C 1.541075 -0.723051 4.079717 -0.265 0.026 -0.123
C 1.632888 0.529803 4.670666 -0.080 -0.031 0.062
C 1.549834 0.606719 6.052539 0.016 0.041 -0.032
C 1.381101 -0.547124 6.809664 -0.023 0.015 0.013
C 1.279862 -1.785911 6.195558 -0.017 -0.035 -0.036
C 1.342789 -1.885988 4.810872 0.054 0.055 0.138
C 3.809794 -0.351843 1.950523 0.228 -0.169 0.282
C 4.790371 -1.298317 1.677394 0.008 -0.033 0.027
C 6.124504 -0.960884 1.870109 -0.007 0.040 -0.060
C 6.461988 0.304017 2.330599 0.009 0.000 -0.058
C 5.472897 1.248832 2.580241 -0.027 0.021 -0.027
C 4.137475 0.926006 2.392761 0.015 0.035 -0.028
H 1.758228 1.432588 4.089388 0.038 0.004 -0.002
H 1.623201 1.571017 6.537585 -0.018 -0.013 0.008
H 1.315137 -0.475152 7.886882 0.037 -0.004 -0.001
H 1.153352 -2.681757 6.788178 -0.029 0.008 0.001
H 1.240447 -2.850307 4.331523 0.048 -0.022 0.006
H 4.532097 -2.288761 1.323280 0.006 -0.029 0.078
H 6.895535 -1.693425 1.672598 -0.004 0.003 -0.006
H 7.501006 0.560489 2.488302 -0.005 -0.011 0.022
H 5.740720 2.235544 2.934608 0.001 -0.001 -0.029
H 3.378052 1.674513 2.576908 -0.005 -0.022 0.090
```
Forces are in eV/Å.

Summary:
ΔE to the lowest compared entry with this formula, charge and spin	2.423	eV
HOMO level	-16.6	eV
total charge	+3
DFT total energy	-2128.2782	a.u.